Entry 1:
38
Properties=species:S:1:pos:R:3:lowdin_charge:R:1 method="wB97M-V/def2-TZVPD" e_tot_ha=-2166.8040 homo_lumo_gap_ev=3.454 e_homo_ha=-0.2202 charge=0
C 3.80760 -1.30500 0.00856 -0.14
C 2.97653 -0.41331 -0.89008 -0.25
C 1.95126 0.40446 -0.06241 -0.40
C 2.48864 1.79206 0.36251 -0.08
C 0.60706 0.42783 -0.74033 -0.21
C -0.46705 -0.28740 -0.22044 -0.14
P -0.07475 -1.33585 1.30061 0.91
N -0.66643 -0.23775 2.47251 -0.14
O -1.30854 -2.41823 1.41659 -0.29
C -1.71920 -0.21575 -0.89746 -0.21
C -2.99814 -0.90674 -0.48375 -0.11
C -3.58455 -0.43080 0.84488 -0.06
C -4.26085 0.93376 0.76941 -0.58
F -4.14008 1.52812 -0.44269 0.12
F -5.58820 0.83859 1.01905 0.12
F -3.75697 1.79086 1.68375 0.13
N -1.86839 0.47593 -2.00865 0.10
N -0.82781 1.11671 -2.47598 -0.54
Cl -1.21091 1.96041 -3.90126 0.75
C 0.39973 1.14513 -1.94622 -0.63
I 1.88743 2.17272 -2.92558 1.19
H 4.40767 -0.72028 0.69949 0.06
H 3.13866 -1.94900 0.60311 0.06
H 4.46007 -1.94913 -0.56765 0.07
H 3.64065 0.24806 -1.44222 0.07
H 2.42229 -1.05419 -1.58804 0.11
H 1.82370 -0.14771 0.86903 0.05
H 3.24812 2.13443 -0.33727 0.04
H 1.71556 2.55836 0.43339 0.07
H 3.00899 1.68034 1.31142 0.09
H -0.03897 0.55592 2.55657 0.05
H -0.71337 -0.71284 3.36927 0.06
H -1.16225 -3.09236 0.74034 0.06
H -3.72359 -0.70515 -1.27022 0.13
H -2.82670 -1.97927 -0.47030 0.11
H -2.86507 -0.39819 1.65523 0.08
H -4.35552 -1.14079 1.14309 0.14
F 6.17340 -0.36396 -0.58827 -0.78

---

Entry 2:
32
Properties=species:S:1:pos:R:3:mulliken_spin:R:1 method="wB97M-V/def2-TZVPD" spin_multiplicity=5 e_tot_ha=-1507.8740 homo_lumo_gap_ev="9.047 / 5.799" e_homo_ha="-0.5866 / -0.6567" charge=+2 e_above_lowest_ev=0.402
Cl -0.00816 3.50436 -0.64698 0.97
C -2.18198 0.18947 -1.53844 0.25
C -1.36183 -0.98310 -1.39834 0.28
C -0.10795 -0.71757 -2.01588 0.30
H -1.66823 -1.91765 -0.93641 0.02
C -0.13288 0.60639 -2.56443 0.21
C -1.44695 1.15341 -2.30470 0.37
H -1.78663 2.12154 -2.67217 0.03
H -3.20221 0.31120 -1.17957 0.01
H 0.73284 -1.40043 -2.12984 0.02
C 0.94582 1.25453 -3.34476 0.01
Pd -0.35669 1.11829 -0.18697 0.75
C 1.55971 1.46975 0.14210 0.16
O 2.64662 1.80450 0.31832 -0.01
C -1.43716 1.92353 1.23021 0.14
O -2.03126 2.56239 1.97579 -0.02
H 1.93041 0.96956 -2.95807 0.01
H 0.85690 2.34452 -3.29255 0.00
H 0.90312 0.95109 -4.39988 0.02
C -0.79503 -2.29185 2.45195 0.06
P -0.07458 -0.84210 1.56158 0.35
C 0.68442 0.03378 2.96774 0.03
C 1.44248 -1.64078 0.91057 0.03
H -1.66765 -1.97683 3.03762 0.00
H -0.05399 -2.74568 3.13212 0.02
H -1.12651 -3.05137 1.73286 0.00
H 1.27045 -0.67159 3.56491 0.01
H 1.33815 0.82631 2.59382 -0.01
H -0.09622 0.48161 3.59347 0.00
H 1.96429 -2.12436 1.74572 0.01
H 1.17686 -2.38850 0.14869 0.00
H 2.08383 -0.87443 0.46155 0.00

---

Entry 3:
30
Properties=species:S:1:pos:R:3:lowdin_charge:R:1 method="wB97M-V/def2-TZVPD" e_tot_ha=-835.5594 homo_lumo_gap_ev=4.941 e_homo_ha=-0.3518 charge=+1 e_above_lowest_ev=2.560
C 0.58987 -3.40770 0.52677 -0.01
C 1.52297 -3.22307 -0.45891 -0.07
C -0.10377 -2.23656 0.97945 -0.05
C 1.85293 -1.95490 -0.88443 -0.04
C 0.26541 -0.94473 0.67522 -0.19
C 1.39248 -0.75594 -0.35391 -0.14
C -0.51384 0.25584 1.19298 -0.24
C 1.87882 0.49485 -0.78067 -0.01
C -2.01574 0.04698 0.79926 -0.67
C 3.17921 1.86332 -2.16482 -0.05
C -4.32592 0.86625 1.15164 -0.02
N 2.53999 0.63169 -1.90034 0.00
N -2.83035 1.24829 1.09661 -0.11
I -2.30298 -0.61270 -1.32044 0.69
H 0.38757 -4.37118 1.00715 0.13
H 2.18881 -4.04867 -0.83178 0.14
H -0.95666 -2.56429 1.59374 0.13
H 2.51224 -1.92022 -1.71675 0.10
H -0.42413 0.38387 2.20717 0.08
H -0.08514 1.21331 0.70834 0.10
H 1.76150 1.47904 -0.19008 0.17
H 3.96412 1.71983 -2.94344 0.12
H 2.50592 2.57389 -2.54905 0.08
H 3.56808 2.25042 -1.20032 0.12
H -4.92619 1.03468 0.24233 0.09
H -4.36241 -0.16338 1.25366 0.05
H -4.74809 1.55596 1.82925 0.08
H 2.41764 -0.20746 -2.59826 0.22
H -2.46443 1.56321 2.04477 0.19
H -2.61937 1.95460 0.39472 0.13

---

Entry 4:
40
Properties=species:S:1:pos:R:3:mulliken_spin:R:1 method="wB97M-V/def2-TZVPD" spin_multiplicity=6 e_tot_ha=-2437.6778 homo_lumo_gap_ev="6.790 / 3.834" e_homo_ha="-0.4580 / -0.4790" charge=+2 e_above_lowest_ev=0.551
Ir -0.21591 -0.15432 -0.12198 2.48
N 3.68840 0.27257 -0.05520 0.02
C 3.00124 1.39091 0.02353 -0.01
N 1.68890 1.45888 -0.01714 0.14
C 1.27948 2.74891 0.07067 -0.08
C 2.30745 3.71606 0.20531 0.13
S 3.81523 2.96371 0.20202 0.02
C -1.11582 3.76579 0.24904 0.02
C -1.67016 4.95204 0.47825 0.07
S -3.39565 4.70684 0.63749 -0.01
C -3.26076 2.99137 0.36623 0.12
N -1.98525 2.68347 0.18592 -0.02
N -4.27545 2.13454 0.34605 0.06
H 3.19194 -0.59950 -0.17618 0.00
H 4.69509 0.25616 -0.00327 0.00
H 2.19404 4.78522 0.29089 0.00
H -1.24276 5.93685 0.56374 0.00
H -5.21860 2.44125 0.51856 0.00
H -4.11183 1.14865 0.21762 0.00
N -0.02626 2.90370 0.00176 0.05
C -0.93980 1.73554 -0.11148 0.85
C 1.40676 -4.97965 -3.25147 0.00
C 1.09067 -4.37018 -1.91054 0.02
O -0.34168 -4.08947 -1.84692 -0.02
P -0.91254 -2.69833 -1.43616 -0.01
O -0.56858 -2.26395 -0.02438 0.05
Te -0.07099 -0.78048 -2.69744 1.09
O -2.44521 -2.85704 -1.62466 0.00
C -3.03940 -3.50059 -2.80164 0.01
C -4.52911 -3.29866 -2.73728 0.00
H 2.46359 -5.24489 -3.28535 0.00
H 1.19674 -4.28211 -4.06245 0.00
H 0.82018 -5.88371 -3.40728 0.00
H 1.64791 -3.44404 -1.74833 0.00
H 1.30170 -5.05184 -1.08979 0.00
H -2.76713 -4.55336 -2.77075 0.00
H -2.60817 -3.04538 -3.69570 0.00
H -4.93590 -3.73352 -1.82565 0.00
H -4.99109 -3.79293 -3.59154 0.00
H -4.78278 -2.23985 -2.77280 0.00

---

Which value of charge does entry 4 give?
+2

---

Among the records above, which one has the lowest charge?
C11H16ClF4IN3OP